No. 1
{"formula": "C18H19IrN2OS3", "method": "wB97M-V/def2-TZVPD", "elements": ["Ir", "C", "C", "N", "C", "C", "C", "S", "N", "C", "O", "C", "C", "C", "C", "C", "C", "H", "H", "H", "H", "H", "H", "H", "H", "H", "H", "H", "H", "H", "H", "H", "S", "C", "C", "C", "C", "C", "C", "S", "H", "H", "H", "H"], "positions_angstrom": [[-0.946, -0.245, -2.290], [4.464, 0.565, -2.112], [4.089, -0.866, -1.743], [3.170, -0.903, -0.607], [3.799, -0.872, 0.718], [3.959, -2.280, 1.282], [1.848, -0.991, -0.707], [1.194, -1.188, -2.336], [1.152, -0.993, 0.409], [-0.156, -0.968, 0.599], [-1.071, -0.930, -0.286], [-0.605, -0.976, 2.007], [-1.975, -0.954, 2.279], [-2.424, -0.942, 3.586], [-1.511, -0.954, 4.631], [-0.148, -0.981, 4.366], [0.308, -0.998, 3.060], [5.179, 0.558, -2.933], [4.920, 1.080, -1.267], [3.585, 1.129, -2.425], [4.983, -1.422, -1.460], [3.639, -1.360, -2.599], [3.178, -0.274, 1.380], [4.770, -0.391, 0.615], [2.985, -2.754, 1.392], [4.439, -2.238, 2.259], [4.575, -2.894, 0.625], [-2.672, -0.943, 1.453], [-3.486, -0.924, 3.792], [-1.860, -0.948, 5.655], [0.563, -0.987, 5.180], [1.366, -1.022, 2.845], [-3.329, -0.483, -2.467], [-3.834, 1.150, -2.335], [-5.227, 1.386, -2.303], [-5.725, 2.660, -2.244], [-4.841, 3.752, -2.249], [-3.478, 3.545, -2.266], [-2.947, 2.250, -2.278], [-1.221, 2.107, -2.202], [-5.893, 0.533, -2.323], [-6.793, 2.818, -2.206], [-5.228, 4.762, -2.234], [-2.795, 4.385, -2.262]], "e_above_lowest_kj_mol": 127.8, "charge": 1, "fmax_ha_per_bohr": 0.0525, "energy_ha": -2180.7198, "multiplicity": 2}

No. 2
{"formula": "C5H6Br3Co2F3N3O11", "method": "wB97M-V/def2-TZVPD", "elements": ["Co", "Co", "N", "O", "O", "O", "N", "O", "O", "O", "N", "O", "O", "O", "C", "Br", "Br", "Br", "H", "C", "C", "O", "C", "O", "C", "F", "F", "F", "H", "H", "H", "H", "H"], "positions_angstrom": [[20.102, 7.526, 16.914], [16.497, 4.878, 17.723], [17.410, 7.845, 18.802], [18.344, 8.045, 18.051], [17.086, 8.593, 19.672], [16.702, 6.904, 18.521], [19.719, 4.651, 18.334], [18.473, 4.507, 18.256], [20.157, 5.750, 17.929], [20.340, 3.720, 18.791], [18.177, 6.008, 14.975], [17.850, 5.669, 13.891], [17.421, 5.713, 15.980], [19.127, 6.740, 15.247], [18.260, 6.817, 10.599], [16.462, 7.109, 9.791], [18.769, 8.178, 12.006], [19.682, 6.680, 9.212], [18.308, 5.817, 11.028], [14.286, 5.931, 12.522], [14.639, 5.853, 14.025], [13.505, 5.353, 14.724], [13.549, 4.951, 16.002], [14.571, 4.942, 16.682], [12.227, 4.601, 16.579], [12.410, 4.196, 17.854], [11.357, 5.688, 16.484], [11.745, 3.641, 15.893], [13.572, 5.140, 12.294], [15.203, 5.635, 12.011], [13.837, 6.876, 12.218], [14.849, 6.843, 14.431], [15.449, 5.146, 14.205]], "charge": 1, "fmax_ha_per_bohr": 0.1196, "energy_ha": -11972.4584, "multiplicity": 7}

No. 3
{"formula": "C30H34N3O7S2", "method": "wB97M-V/def2-TZVPD", "elements": ["C", "N", "C", "S", "N", "C", "C", "O", "C", "C", "C", "C", "C", "C", "N", "C", "C", "C", "C", "C", "C", "C", "C", "C", "O", "H", "H", "H", "H", "H", "H", "H", "H", "H", "H", "H", "H", "H", "H", "H", "H", "H", "H", "H", "H", "H", "C", "C", "O", "C", "C", "O", "C", "S", "C", "C", "C", "C", "C", "C", "O", "O", "O", "H", "H", "H", "H", "H", "H", "H", "H", "H", "H", "H", "H", "H"], "positions_angstrom": [[0.321, -2.107, 2.658], [1.135, -1.060, 3.281], [1.520, -1.310, 4.590], [1.050, -2.695, 5.412], [2.325, -0.333, 5.165], [2.671, -0.507, 6.582], [2.851, 0.785, 4.492], [3.564, 1.602, 5.083], [2.538, 0.920, 3.064], [3.101, 1.968, 2.402], [2.868, 2.422, 1.047], [1.595, 2.446, 0.434], [1.381, 3.058, -0.787], [2.475, 3.594, -1.540], [2.295, 4.055, -2.805], [0.974, 4.194, -3.397], [-0.043, 3.209, -2.840], [-0.013, 3.135, -1.322], [3.385, 4.615, -3.587], [4.750, 4.064, -3.202], [4.965, 4.052, -1.692], [3.773, 3.539, -0.948], [3.934, 2.990, 0.309], [1.800, -0.158, 2.405], [1.745, -0.306, 1.183], [-0.031, -1.754, 1.691], [0.911, -3.025, 2.541], [-0.511, -2.327, 3.334], [3.267, 0.343, 6.906], [1.745, -0.584, 7.160], [3.222, -1.444, 6.704], [3.805, 2.569, 2.990], [0.738, 2.000, 0.948], [0.606, 5.220, -3.237], [1.084, 4.060, -4.481], [-1.044, 3.485, -3.180], [0.170, 2.220, -3.255], [-0.559, 2.249, -0.978], [-0.539, 3.997, -0.883], [3.178, 4.407, -4.644], [3.401, 5.710, -3.480], [4.836, 3.045, -3.588], [5.533, 4.652, -3.683], [5.825, 3.414, -1.449], [5.231, 5.061, -1.341], [4.935, 2.976, 0.757], [0.600, -4.698, -2.136], [0.318, -3.272, -1.748], [-0.867, -3.328, -0.892], [-1.393, -2.147, -0.445], [-2.813, -2.356, -0.143], [-3.632, -1.392, 0.216], [-3.150, -0.225, 0.998], [-3.497, -3.856, -1.022], [-5.265, -3.568, -0.935], [-6.019, -4.284, -0.012], [-7.399, -4.091, 0.030], [-7.999, -3.173, -0.840], [-7.218, -2.445, -1.747], [-5.840, -2.656, -1.808], [-3.173, -3.788, -2.426], [-3.262, -5.040, -0.240], [-0.751, -1.098, -0.321], [1.495, -4.733, -2.758], [0.743, -5.329, -1.253], [-0.233, -5.094, -2.720], [1.119, -2.812, -1.165], [0.103, -2.651, -2.626], [-3.937, 0.529, 0.926], [-2.987, -0.570, 2.023], [-2.219, 0.107, 0.545], [-5.527, -4.982, 0.661], [-7.995, -4.653, 0.748], [-9.077, -3.011, -0.794], [-7.670, -1.707, -2.410], [-5.218, -2.125, -2.526]], "charge": -1, "fmax_ha_per_bohr": 0.1152, "energy_ha": -2650.9166}

No. 4
{"formula": "C29H25F12IrN2O2", "method": "wB97M-V/def2-TZVPD", "elements": ["Ir", "C", "C", "C", "C", "C", "N", "C", "C", "C", "C", "C", "C", "C", "C", "O", "C", "F", "F", "F", "C", "F", "F", "F", "C", "C", "C", "O", "C", "F", "F", "F", "C", "F", "F", "F", "H", "H", "H", "H", "H", "H", "H", "H", "H", "H", "H", "H", "C", "N", "C", "C", "C", "C", "C", "C", "C", "C", "H", "H", "H", "H", "H", "H", "H", "H", "H", "H", "H", "H", "H"], "positions_angstrom": [[-0.958, 1.331, 0.852], [0.472, -1.364, -5.201], [0.179, -1.197, -3.733], [0.995, -1.759, -2.755], [0.676, -1.611, -1.417], [-0.435, -0.866, -1.004], [-0.629, -0.665, 0.374], [-0.826, -1.766, 1.185], [-1.096, -3.014, 0.587], [-1.157, -4.177, 1.318], [-0.945, -4.151, 2.694], [-0.980, -5.406, 3.521], [-0.769, -2.912, 3.294], [-0.764, -1.707, 2.600], [-0.753, -0.384, 3.403], [-1.270, 0.710, 2.787], [0.700, -0.081, 3.879], [1.449, 0.328, 2.838], [1.332, -1.140, 4.400], [0.734, 0.895, 4.788], [-1.648, -0.540, 4.693], [-2.795, -1.161, 4.407], [-1.956, 0.640, 5.214], [-1.052, -1.242, 5.679], [-1.261, -0.274, -1.975], [-0.938, -0.485, -3.316], [-2.535, 0.534, -1.601], [-2.661, 0.920, -0.307], [-2.622, 1.842, -2.462], [-2.772, 1.670, -3.787], [-1.492, 2.558, -2.302], [-3.633, 2.602, -2.065], [-3.755, -0.383, -1.904], [-4.900, 0.162, -1.514], [-3.883, -0.691, -3.205], [-3.606, -1.542, -1.247], [1.274, -2.082, -5.365], [-0.411, -1.715, -5.736], [0.768, -0.416, -5.655], [1.858, -2.351, -3.041], [1.282, -2.087, -0.654], [-1.268, -3.044, -0.480], [-1.372, -5.115, 0.819], [-0.696, -6.275, 2.928], [-0.304, -5.334, 4.372], [-1.983, -5.588, 3.913], [-0.666, -2.896, 4.369], [-1.586, -0.078, -4.079], [3.900, 1.707, -1.753], [2.624, 1.077, -1.335], [2.710, 0.618, 0.077], [1.418, 1.972, -1.581], [1.277, 3.070, -0.574], [1.979, 4.262, -0.752], [1.881, 5.285, 0.175], [1.069, 5.111, 1.288], [0.345, 3.939, 1.450], [0.407, 2.887, 0.518], [4.707, 0.993, -1.608], [4.064, 2.586, -1.135], [3.833, 1.993, -2.800], [2.457, 0.254, -1.920], [2.913, 1.484, 0.701], [3.513, -0.112, 0.154], [1.756, 0.195, 0.371], [0.563, 1.311, -1.517], [1.526, 2.326, -2.607], [2.592, 4.402, -1.638], [2.422, 6.210, 0.027], [0.985, 5.901, 2.024], [-0.288, 3.839, 2.324]], "e_above_lowest_kj_mol": 0.0, "fmax_ha_per_bohr": 0.0130, "energy_ha": -2682.7272, "multiplicity": 5}

No. 5
{"formula": "CH2Br2", "method": "wB97M-V/def2-TZVPD", "elements": ["Br", "Br", "C", "H", "H"], "positions_angstrom": [[-0.523, 1.228, -1.498], [0.478, 0.284, 1.384], [-0.647, 1.594, 0.423], [-1.686, 1.494, 0.750], [-0.306, 2.593, 0.623]], "e_above_lowest_kj_mol": 0.0, "fmax_ha_per_bohr": 0.0192, "energy_ha": -5187.3187}